{
  "formula": "C24H64N4O8",
  "method": "ωB97M-V/def2-TZVPD",
  "elements": ["C", "O", "C", "C", "C", "N", "H", "H", "H", "H", "H", "H", "H", "H", "H", "H", "H", "C", "O", "C", "C", "C", "N", "H", "H", "H", "H", "H", "H", "H", "H", "H", "H", "H", "C", "O", "C", "C", "N", "C", "C", "O", "C", "H", "H", "H", "H", "H", "H", "H", "H", "H", "H", "H", "H", "H", "H", "H", "C", "O", "C", "C", "N", "C", "C", "O", "C", "H", "H", "H", "H", "H", "H", "H", "H", "H", "H", "H", "H", "H", "H", "H", "C", "C", "O", "H", "H", "H", "H", "H", "H", "C", "C", "O", "H", "H", "H", "H", "H", "H"],
  "coordinates": [[14.26976, 3.58590, 18.38708], [13.71441, 2.64124, 17.49629], [14.59394, 1.57151, 17.24619], [13.97668, 0.62743, 16.19969], [12.71894, -0.05978, 16.74801], [14.92049, -0.39932, 15.76971], [15.25922, 3.91542, 18.04726], [14.34913, 3.10955, 19.37333], [13.65359, 4.48015, 18.45472], [15.58892, 1.86886, 16.89795], [14.65791, 0.99100, 18.18023], [13.67709, 1.24607, 15.35081], [12.92636, -0.49376, 17.72871], [12.34841, -0.81594, 16.06078], [11.94475, 0.69831, 16.88134], [15.26411, -0.95927, 16.54556], [15.75599, 0.07688, 15.42797], [8.31633, -5.97452, 18.87059], [7.05235, -5.40979, 18.68374], [6.87925, -4.95317, 17.34081], [5.49402, -4.37989, 17.11894], [4.41993, -5.44657, 17.07363], [5.54681, -3.74042, 15.78616], [8.47100, -6.16064, 19.93432], [9.10160, -5.25803, 18.60032], [8.48654, -6.91908, 18.34874], [7.62369, -4.15082, 17.24384], [7.13092, -5.75273, 16.63788], [5.20407, -3.64170, 17.87715], [3.44589, -4.97869, 16.92427], [4.36720, -5.99177, 18.02131], [4.62530, -6.14334, 16.26192], [4.90344, -2.94677, 15.75065], [6.41472, -3.21552, 15.63723], [2.24086, -1.91380, 17.12890], [3.21967, -1.79313, 16.10203], [3.50390, -0.46510, 15.69669], [4.44972, 0.25624, 16.65193], [5.71133, -0.47179, 16.88336], [6.52940, 0.25307, 17.84250], [7.93401, -0.33689, 18.00481], [7.85711, -1.47473, 18.84122], [9.16722, -1.94335, 19.11837], [1.41747, -1.21652, 16.96744], [2.72517, -1.78373, 18.10117], [1.90137, -2.94617, 17.07065], [2.56754, 0.10232, 15.72891], [3.88718, -0.47353, 14.67909], [3.93404, 0.33776, 17.62135], [4.73411, 1.25709, 16.32876], [5.51368, -1.43847, 17.10700], [6.03946, 0.24080, 18.82351], [6.70617, 1.28170, 17.52522], [8.59879, 0.40068, 18.46747], [8.33623, -0.58366, 17.01536], [9.73993, -1.19202, 19.67013], [9.65379, -2.19788, 18.17200], [9.15269, -2.86672, 19.69540], [12.61479, -7.14106, 21.88386], [12.43072, -7.47433, 20.53164], [13.18712, -6.62513, 19.70163], [13.21015, -7.17446, 18.29198], [11.85174, -7.55616, 17.87648], [11.86946, -8.37080, 16.64747], [12.34279, -9.80740, 16.87696], [11.56648, -10.34526, 17.92660], [11.95810, -11.63507, 18.27446], [11.91938, -7.69350, 22.51254], [12.39376, -6.07954, 22.03980], [13.62891, -7.34619, 22.23877], [14.20403, -6.56234, 20.11754], [12.89463, -5.56488, 19.70963], [13.85326, -8.06539, 18.30895], [13.66527, -6.45051, 17.61613], [11.53238, -8.19894, 18.59882], [12.46298, -7.92965, 15.84378], [10.84577, -8.35623, 16.26904], [13.40460, -9.89295, 17.12482], [12.12967, -10.34741, 15.94471], [12.97821, -11.72000, 18.67468], [11.95782, -12.33646, 17.42942], [11.29836, -12.04430, 19.03626], [9.89301, -3.46305, 15.40887], [10.38870, -4.86671, 15.73332], [11.25483, -4.74403, 16.84366], [9.13526, -3.45772, 14.62714], [10.69367, -2.81425, 15.04250], [9.49090, -3.00446, 16.30804], [10.80379, -5.34383, 14.84029], [9.50567, -5.43888, 16.04172], [11.43656, -5.61228, 17.23444], [6.53760, -2.57547, 12.58223], [7.20984, -1.46074, 13.34898], [7.31386, -1.76689, 14.76228], [6.12126, -2.11823, 11.67571], [5.66026, -3.02283, 13.04877], [7.23793, -3.34397, 12.26317], [6.65539, -0.52278, 13.30008], [8.24637, -1.36784, 13.01809], [7.12232, -0.97713, 15.29060]],
  "forces_ev_per_angstrom": [[0.22, -0.34, 0.15], [0.11, 0.68, -0.55], [-0.91, -0.90, 0.12], [-0.47, -0.25, 0.64], [0.10, 0.77, -0.03], [0.72, 0.49, -0.34], [0.04, -0.13, 0.08], [0.17, 0.31, 0.07], [-0.31, -0.22, -0.10], [0.01, 0.36, 0.16], [0.55, -0.01, 0.00], [0.19, -0.15, -0.21], [-0.02, -0.20, -0.06], [0.09, -0.10, 0.02], [-0.05, -0.10, 0.10], [-0.36, 0.01, 0.13], [-0.11, -0.24, -0.17], [0.63, 0.37, 0.60], [-0.72, -0.44, -0.26], [0.61, 0.59, 1.34], [-0.10, 0.09, -1.13], [-0.13, -0.15, 0.57], [0.22, 0.83, 0.00], [-0.28, -0.09, 0.05], [0.11, -0.08, -0.32], [-0.16, -0.02, -0.30], [-0.06, 0.06, -0.50], [-0.26, -0.03, -0.19], [0.47, -0.15, 0.36], [-0.03, -0.06, -0.20], [0.08, -0.02, -0.07], [-0.07, 0.00, -0.05], [-0.44, -0.71, -0.01], [0.06, -0.64, 0.13], [0.84, -0.37, -0.21], [0.02, 0.22, -0.33], [-0.17, 0.56, 0.61], [0.55, -1.02, 0.74], [-0.17, 1.01, -1.18], [0.70, -0.93, 0.47], [-0.80, 0.00, 0.26], [0.27, -0.14, 0.00], [-0.05, -0.33, -0.37], [-0.05, 0.01, 0.13], [-0.31, 0.24, 0.12], [-0.23, 0.07, 0.05], [-0.06, 0.10, -0.36], [0.08, -0.26, -0.05], [-0.17, 0.34, -0.03], [-0.37, 0.07, -0.25], [0.25, 0.00, 0.42], [0.15, 0.35, 0.18], [-0.49, 0.06, -0.21], [0.00, 0.14, 0.00], [0.14, -0.14, 0.02], [0.09, 0.05, -0.09], [0.33, 0.19, 0.11], [-0.44, 0.09, 0.13], [-0.33, 0.36, 0.37], [-0.11, 0.08, -0.02], [0.88, 0.50, 0.08], [-0.01, -0.80, 0.44], [0.77, 0.14, -0.50], [-0.16, 0.09, 0.29], [-0.71, 0.28, -0.37], [-0.01, 0.12, 0.08], [0.43, -1.12, 0.13], [-0.06, -0.23, -0.24], [0.11, 0.07, 0.05], [0.13, -0.01, -0.16], [0.19, -0.27, -0.29], [-0.82, -0.20, 0.12], [0.15, 0.07, -0.09], [-0.18, 0.08, -0.10], [-0.33, 0.32, 0.07], [0.21, 0.24, 0.24], [-0.05, -0.38, 0.00], [0.08, 0.11, -0.09], [0.29, -0.21, 0.05], [0.05, 0.50, 0.06], [-0.28, 0.18, -0.19], [-0.21, 0.25, -0.02], [0.42, -0.04, -0.42], [-1.03, 0.64, 0.38], [0.62, 0.00, -0.12], [-0.16, -0.16, 0.16], [0.17, -0.13, 0.13], [-0.19, -0.01, -0.05], [0.41, -0.06, 0.16], [0.04, -0.24, -0.15], [-0.26, -0.25, -0.03], [-0.57, 0.43, -0.83], [0.24, -0.34, 1.56], [0.18, 0.09, -0.43], [0.27, -0.12, -0.16], [0.29, -0.01, 0.51], [-0.03, -0.13, 0.20], [0.12, 0.06, -0.51], [-0.16, 0.46, -0.44], [-0.35, -0.20, -0.08]],
  "lowdin_charge": [-0.112, -0.188, -0.232, -0.441, -0.059, 0.029, 0.085, 0.089, 0.085, 0.120, 0.126, 0.139, 0.078, 0.067, 0.073, 0.073, 0.067, -0.131, -0.178, -0.193, -0.421, -0.062, 0.052, 0.088, 0.071, 0.088, 0.110, 0.131, 0.133, 0.060, 0.078, 0.080, 0.038, 0.032, -0.080, -0.228, -0.203, -0.192, -0.057, -0.197, -0.225, -0.181, -0.097, 0.089, 0.090, 0.084, 0.114, 0.122, 0.113, 0.120, 0.092, 0.124, 0.120, 0.120, 0.113, 0.088, 0.068, 0.086, -0.114, -0.181, -0.238, -0.197, -0.057, -0.186, -0.224, -0.184, -0.130, 0.088, 0.090, 0.088, 0.121, 0.127, 0.113, 0.124, 0.097, 0.123, 0.116, 0.116, 0.126, 0.089, 0.088, 0.088, -0.081, -0.318, -0.096, 0.063, 0.074, 0.039, 0.109, 0.089, 0.029, -0.086, -0.272, -0.160, 0.071, 0.066, 0.071, 0.108, 0.106, 0.044],
  "e_lumo_ev": 0.8,
  "e_homo_ev": -8.4,
  "de_lowest_kcal_mol": 16.4,
  "energy_ev": -48262.0587,
  "smiles": "COC[C@H](C)N.COC[C@H](C)N.COCCNCCOC.COCCNCCOC.CCO.CCO",
  "homo_lumo_gap_ev": 9.223
}



{
  "formula": "C24H65N3O9",
  "method": "ωB97M-V/def2-TZVPD",
  "elements": ["C", "O", "C", "C", "C", "N", "H", "H", "H", "H", "H", "H", "H", "H", "H", "H", "H", "C", "O", "C", "C", "N", "C", "C", "O", "C", "H", "H", "H", "H", "H", "H", "H", "H", "H", "H", "H", "H", "H", "H", "H", "C", "O", "C", "C", "N", "C", "C", "O", "C", "H", "H", "H", "H", "H", "H", "H", "H", "H", "H", "H", "H", "H", "H", "H", "C", "C", "O", "H", "H", "H", "H", "H", "H", "C", "C", "O", "H", "H", "H", "H", "H", "H", "C", "C", "O", "H", "H", "H", "H", "H", "H", "C", "C", "O", "H", "H", "H", "H", "H", "H"],
  "coordinates": [[-0.49435, 9.11629, 1.04071], [0.16815, 8.15525, 1.88071], [-0.38259, 6.84445, 1.85281], [0.14385, 6.07033, 0.64533], [-0.56165, 4.71213, 0.45620], [1.60146, 5.86932, 0.68701], [-1.38370, 8.74010, 0.53755], [0.25244, 9.40580, 0.29727], [-0.71679, 9.98017, 1.66473], [0.10359, 6.39192, 2.73064], [-1.45861, 6.81683, 2.05146], [0.01239, 6.71767, -0.22710], [-1.33609, 4.76042, -0.30985], [-1.06790, 4.35191, 1.35620], [0.20144, 3.97886, 0.19978], [1.93290, 6.82586, 0.79352], [1.93159, 5.28870, 1.44761], [0.56569, -2.16787, -3.06068], [-0.62702, -2.68396, -3.58812], [-1.31080, -3.54632, -2.73899], [-2.68043, -3.89488, -3.26743], [-2.74051, -4.75148, -4.47086], [-2.59981, -6.19062, -4.14206], [-3.00392, -7.00839, -5.35974], [-2.83957, -8.40336, -5.11033], [-4.02153, -9.10091, -4.80461], [1.33982, -2.93852, -3.17579], [0.52542, -1.99072, -1.98101], [0.92534, -1.26468, -3.54708], [-1.49728, -3.06911, -1.76288], [-0.76977, -4.46740, -2.47894], [-3.25770, -2.99166, -3.47865], [-3.26469, -4.44289, -2.52719], [-1.93165, -4.58656, -5.06229], [-3.15643, -6.49939, -3.25346], [-1.55918, -6.39300, -3.85572], [-2.34123, -6.79777, -6.20413], [-4.04042, -6.78216, -5.62069], [-4.44916, -8.80003, -3.84148], [-3.70760, -10.14962, -4.80247], [-4.84779, -9.08358, -5.52925], [-1.36208, 0.85393, -2.74848], [-0.16748, 0.92495, -2.01013], [0.92438, 1.54159, -2.68849], [2.25233, 0.97134, -2.23402], [2.82578, 1.61414, -1.04211], [4.23963, 1.33315, -0.90825], [4.92545, 2.26683, 0.06119], [4.32658, 1.97595, 1.32719], [4.25582, 3.06693, 2.23132], [-2.17093, 0.49258, -2.11729], [-1.28892, 0.12624, -3.57059], [-1.58717, 1.80770, -3.23879], [0.83481, 2.59088, -2.37253], [0.90408, 1.60737, -3.78033], [2.99863, 1.11864, -3.02102], [2.20176, -0.12680, -2.17171], [2.32916, 1.21660, -0.24954], [4.74585, 1.40510, -1.88139], [4.41160, 0.27916, -0.64279], [4.85931, 3.30562, -0.26703], [5.97223, 1.95707, 0.18420], [5.28934, 3.44416, 2.30707], [3.97960, 2.69925, 3.21382], [3.64834, 3.88768, 1.84537], [-1.21425, 2.08471, 4.75279], [0.05413, 2.74760, 4.25869], [0.85253, 1.92630, 3.43748], [-1.72483, 2.78141, 5.42554], [-1.08042, 1.15097, 5.29604], [-1.89579, 1.91161, 3.91692], [0.67687, 3.03124, 5.11573], [-0.10010, 3.73241, 3.79420], [0.37633, 1.57362, 2.66724], [-1.57168, -0.45441, 1.86537], [-0.45794, -0.53168, 0.80791], [0.16445, 0.76476, 0.82699], [-2.34067, 0.30099, 1.70054], [-1.16098, -0.22589, 2.84767], [-2.07938, -1.42151, 1.94158], [-0.85129, -0.71966, -0.19230], [0.29317, -1.28840, 1.03359], [0.11916, 1.12108, -0.07285], [-2.31353, -2.47702, 4.75676], [-2.94372, -3.02836, 6.01863], [-3.64703, -4.21644, 5.70684], [-2.21086, -3.20555, 3.94670], [-1.23684, -2.26422, 4.81710], [-2.75082, -1.55736, 4.37610], [-3.58969, -2.25064, 6.44236], [-2.22870, -3.21863, 6.82582], [-4.34418, -4.40915, 6.33639], [3.03546, -1.46214, 0.95677], [3.74025, -2.27058, -0.11986], [2.77326, -3.02634, -0.86863], [2.43827, -0.63964, 0.55740], [3.83128, -0.96256, 1.51827], [2.44104, -2.06998, 1.63414], [4.36295, -2.95661, 0.46663], [4.33867, -1.63433, -0.77126], [3.24086, -3.21680, -1.68964]],
  "forces_ev_per_angstrom": [[1.19, -0.24, 0.32], [-0.96, 0.20, -0.24], [1.36, -0.17, 0.90], [-0.30, -0.76, -0.12], [-0.02, 0.30, 0.14], [-0.46, 0.97, -0.44], [-0.08, -0.13, 0.14], [-0.31, 0.23, -0.22], [-0.25, 0.05, -0.11], [-0.34, -0.21, -0.04], [-0.11, 0.16, -0.50], [-0.29, -0.20, -0.13], [0.14, -0.06, -0.13], [0.16, 0.14, 0.17], [-0.16, -0.11, -0.23], [0.70, -0.37, 0.27], [-0.25, 0.11, 0.24], [0.89, -1.09, 0.63], [-0.37, 0.68, -0.78], [-0.63, -0.30, 1.40], [-0.53, -0.34, -1.09], [0.18, -0.72, 0.52], [0.55, 0.42, -0.06], [0.26, -0.51, 0.38], [-0.40, 0.31, -0.40], [0.07, -0.83, 0.18], [0.17, 0.12, -0.03], [-0.30, 0.18, -0.05], [-0.55, 0.00, -0.35], [0.20, 0.20, -0.01], [0.35, 0.03, -0.38], [0.23, 0.19, 0.00], [0.23, 0.16, 0.36], [-0.18, 0.59, -0.08], [-0.48, 0.30, -0.19], [0.04, -0.36, -0.22], [-0.19, 0.28, 0.00], [0.05, 0.08, -0.14], [0.14, -0.12, 0.08], [-0.19, 0.09, 0.48], [0.36, 0.63, -0.35], [0.01, -0.28, -0.99], [0.12, -0.68, -0.22], [0.12, 1.36, 0.80], [0.90, 0.05, -0.27], [-0.80, -0.33, -0.45], [0.49, -0.39, -0.57], [-0.03, -1.29, 0.87], [-0.82, 0.40, 0.04], [1.65, -0.11, -0.64], [0.03, 0.35, 0.23], [0.22, -0.05, 0.12], [-0.25, 0.12, 0.39], [0.58, 0.07, -0.14], [-0.64, -0.83, -0.05], [-0.23, 0.27, -0.20], [-0.26, 0.03, 0.31], [0.23, 0.40, 0.33], [-0.26, 0.35, -0.02], [0.13, 0.29, 0.41], [-0.24, 0.07, 0.24], [0.14, 0.36, -0.44], [-0.17, 0.31, 0.30], [-0.46, 0.01, -0.13], [-0.34, -0.15, 0.17], [-0.60, 0.71, -0.19], [0.67, 0.11, 0.39], [0.21, -0.22, -0.01], [-0.04, -0.07, 0.00], [0.37, -0.03, -0.11], [-0.02, -0.13, 0.00], [0.08, -0.40, 0.03], [-0.59, -0.22, -0.28], [0.02, 0.31, 0.04], [0.09, -0.96, -0.03], [-0.76, 1.21, 0.58], [0.34, -0.12, -0.31], [0.18, 0.08, -0.53], [0.26, -0.12, 0.02], [0.00, 0.04, 0.06], [-0.06, -0.11, 0.04], [-0.15, -0.07, 0.13], [-0.11, -0.04, 0.02], [1.57, -0.06, -0.72], [-0.07, 0.46, 0.47], [-0.16, -0.23, -0.42], [-0.93, -0.20, 0.10], [-0.15, 0.31, 0.82], [-0.36, -0.17, 0.00], [-0.30, -0.16, -0.13], [0.31, -0.15, -0.28], [0.07, 0.19, 0.21], [0.63, 0.85, -0.41], [-0.95, -0.49, 1.32], [0.73, 0.44, -0.31], [-0.21, -0.26, -0.04], [-0.16, -0.06, 0.25], [0.01, -0.14, -0.09], [0.39, -0.10, -0.56], [0.05, -0.14, 0.01], [-0.41, -0.33, -0.07]],
  "lowdin_charge": [-0.092, -0.209, -0.216, -0.428, -0.043, 0.042, 0.086, 0.083, 0.082, 0.122, 0.125, 0.129, 0.072, 0.066, 0.063, 0.069, 0.053, -0.115, -0.168, -0.250, -0.200, -0.058, -0.218, -0.215, -0.195, -0.133, 0.085, 0.075, 0.078, 0.121, 0.128, 0.113, 0.114, 0.103, 0.116, 0.115, 0.123, 0.120, 0.085, 0.088, 0.084, -0.094, -0.242, -0.197, -0.197, -0.027, -0.228, -0.201, -0.210, -0.090, 0.092, 0.086, 0.092, 0.127, 0.126, 0.116, 0.106, 0.077, 0.122, 0.087, 0.126, 0.124, 0.086, 0.086, 0.069, -0.089, -0.334, -0.085, 0.074, 0.072, 0.062, 0.110, 0.094, 0.041, -0.075, -0.254, -0.112, 0.079, 0.050, 0.067, 0.094, 0.094, 0.054, -0.099, -0.324, -0.077, 0.076, 0.074, 0.057, 0.107, 0.106, 0.079, -0.080, -0.299, -0.088, 0.046, 0.084, 0.081, 0.110, 0.093, 0.074],
  "e_lumo_ev": 0.7,
  "e_homo_ev": -8.9,
  "de_lowest_kcal_mol": 42.4,
  "energy_ev": -48834.3787,
  "smiles": "COC[C@H](C)N.COCCNCCOC.COCCNCCOC.CCO.CCO.CCO.CCO",
  "homo_lumo_gap_ev": 9.598
}